DFT (the ωB97M-V functional and the def2-TZVPD basis) results for a molecular structure, C43H47BrN2O3SiTa at a distorted geometry.

Element x y z (Å)
C 3.8445 -0.2940 -0.4161
H -1.8973 4.8377 0.2801
H -0.0310 -3.4811 5.0250
C 0.2332 4.4974 0.0067
C 1.4989 4.2491 0.8054
H -2.6914 -3.0924 5.6109
H 3.5980 1.7914 -5.3983
H -3.8719 -7.4843 -1.9152
C -2.5625 -2.2087 4.9974
H 2.9445 1.2291 0.8472
H 1.3946 3.4255 1.5141
C 1.9670 1.3586 -2.4692
H -1.1666 3.6258 -3.7694
C -4.1952 2.3094 -3.0268
C -3.3145 -0.0520 4.2810
H -0.8389 5.4347 1.5649
C -1.9480 3.1670 -3.1772
H -3.3450 3.1727 -4.7981
H 4.0487 -1.9803 1.6226
H 1.3094 5.6216 -1.5099
H 3.2548 -2.5132 3.1143
H 1.8574 0.6180 -1.6890
C -2.2559 0.0352 3.3925
C 3.7378 -2.5391 -2.0750
H 5.6657 0.1650 -1.4340
H -1.0748 1.4657 2.2687
C -2.7927 -3.8011 -1.4441
H 4.3188 1.7744 -0.1273
H 3.9130 -0.8857 3.0052
H 5.5967 -1.8391 -2.8789
H 1.0459 4.5194 -3.3426
H 2.1968 -0.0462 4.4528
H 2.3674 4.0700 0.1701
H -4.7903 1.5215 -1.1150
H 1.2677 -3.5027 -0.0384
N -0.1735 -0.8792 2.4850
C 1.0102 -0.9363 2.9278
H -2.6359 2.0274 -0.0441
C 1.3850 -0.7704 4.3655
C -3.9888 1.9611 -1.6945
C 3.4042 -1.6686 2.4385
C -3.1815 2.9100 -3.7612
H -4.4543 -5.7985 -3.6380
C -3.5156 -4.1987 -2.5791
C 4.8430 -0.5361 -1.3534
H 1.8202 -4.2432 -1.5398
H 3.7095 -3.4177 -2.7077
N 1.7937 -1.0459 0.7047
H 0.5322 -0.4292 4.9461
C -2.4869 -4.7673 -0.4714
O -2.8240 -1.5299 -2.1519
C -3.9057 -5.5094 -2.7526
H -1.1368 -4.2544 3.9150
Ta -0.5923 -0.3800 -0.0755
H 2.4731 3.9971 -5.2453
C 2.8057 -1.2220 -0.3133
Si -0.0158 2.7897 -1.1397
O -0.0519 1.4157 -0.1601
H -4.2972 -1.2288 5.7791
H 0.6832 -2.9061 -1.5934
O -1.4084 -1.9596 -0.5318
H 1.6935 5.1661 1.3767
C -1.7122 2.7872 -1.8512
C -3.5796 -6.4502 -1.7878
C 0.3714 5.6523 -0.9585
C 3.9194 0.9407 0.4500
C -2.7617 2.2157 -1.1045
C -1.4736 -2.1545 4.1299
C 4.8018 -1.6546 -2.1679
C -3.4688 -1.1700 5.0861
C -0.5499 -3.3496 4.0734
H -3.7444 -3.4487 -3.3240
H -2.6280 -6.8157 0.1047
H -4.0216 0.7658 4.3519
C -1.3173 -1.0001 3.3559
H -0.4644 5.7328 -1.6572
H -1.1968 3.7090 1.4617
C 2.9608 2.0196 -4.5535
C 2.7117 -2.3288 -1.1619
H 1.7368 -1.7080 4.8012
H 3.2896 0.1200 -3.6033
C 2.0847 -1.1843 1.9304
C 1.5191 3.5466 -3.3889
H 0.3754 6.5706 -0.3569
C 2.3324 3.2571 -4.4684
H 4.6014 0.7863 1.2895
C 2.7846 1.0741 -3.5502
C 1.2999 2.5873 -2.3840
C -1.0093 4.6056 0.8667
Br -1.5928 -4.3939 1.1584
C -2.8779 -6.0800 -0.6465
H -2.5393 2.1261 3.0015
C -2.4097 -2.3978 -1.4396
H 0.1898 -3.2935 3.2752
C 1.5599 -3.2978 -1.0686
H -5.1579 2.1293 -3.4868
H -2.6881 1.0982 1.5889
C -2.1151 1.2486 2.5136

The total energy comes out at -4921.5737 Eh. The calculation puts the LUMO energy at -0.4550 Eh. Its net charge is +3. The calculation puts the HOMO energy at -15.711 eV. The value obtained for the energy relative to the best compared isomer or geometry (same formula, charge and spin) is 70.86 kcal/mol.

For each atom in turn, the Mulliken charge in e is:
1. C 2.09
2. H 0.34
3. H 0.43
4. C 2.01
5. C -1.49
6. H 0.56
7. H 0.45
8. H 0.43
9. C -0.93
10. H 0.09
11. H 0.15
12. C 0.29
13. H 0.36
14. C -0.77
15. C -0.72
16. H 0.60
17. C -0.65
18. H 0.48
19. H 0.40
20. H 0.36
21. H 0.53
22. H -0.37
23. C 0.94
24. C -0.96
25. H 0.54
26. H -0.04
27. C 0.39
28. H 0.62
29. H 0.46
30. H 0.44
31. H 0.37
32. H 0.54
33. H 0.32
34. H 0.50
35. H 0.19
36. N 0.84
37. C 0.25
38. H 0.71
39. C -1.90
40. C -0.78
41. C -2.12
42. C -0.68
43. H 0.43
44. C -0.55
45. C -0.48
46. H 0.57
47. H 0.51
48. N 1.18
49. H 0.44
50. C 0.47
51. O -0.52
52. C -0.78
53. H 0.64
54. Ta -0.61
55. H 0.47
56. C -1.37
57. Si -0.66
58. O 2.77
59. H 0.47
60. H 0.14
61. O -0.12
62. H 0.56
63. C 0.55
64. C -0.51
65. C -1.72
66. C -1.76
67. C -0.12
68. C 1.51
69. C -1.23
70. C -1.02
71. C -2.18
72. H 0.47
73. H 0.47
74. H 0.54
75. C -0.45
76. H 0.33
77. H 0.16
78. C -0.86
79. C 0.81
80. H 0.38
81. H 0.46
82. C 0.96
83. C -0.86
84. H 0.52
85. C -0.98
86. H 0.38
87. C -0.56
88. C 1.43
89. C -1.70
90. Br -0.10
91. C -0.83
92. H 0.71
93. C 0.70
94. H 0.19
95. C -1.24
96. H 0.46
97. H 0.43
98. C -1.12